Entry 1:
A molecular structure, C31H31BF4O2S at a distorted geometry. Source: the Open Molecules 2025 dataset; level of theory: ωB97M-V/def2-TZVPD.

Output
- HOMO energy (eV) = -6.7
- charge = 0
- E_tot (hartree) = -2172.78217
- relative energy (zero: lowest compared OMol25 entry of this formula, charge and spin) (eV) = 5.287
- M (g/mol) = 554.46
- gap between HOMO and LUMO (eV) = 5.353
- F_max (Eh/bohr) = 0.045

Geometry as XYZ:
```
70
Properties=species:S:1:pos:R:3:lowdin_charge:R:1
C -2.93 3.34 -0.62 -0.105
C -1.78 2.64 -0.03 -0.582
C -1.57 2.23 1.29 -0.114
C -0.27 1.71 1.51 -0.095
C 0.55 1.78 0.38 -0.453
B -1.72 -2.48 -0.94 -0.377
C 1.94 2.18 0.38 -0.239
C 2.73 2.16 1.56 -0.030
C 4.11 2.17 1.47 -0.002
C 4.71 2.38 0.23 -0.134
C 6.19 2.19 0.08 -0.526
F 6.57 2.15 -1.22 0.111
F 6.92 3.18 0.68 0.116
F 6.58 1.00 0.65 0.114
C 3.94 2.68 -0.90 -0.011
C 2.56 2.62 -0.80 -0.047
O -2.46 -3.04 0.09 0.102
C -3.46 -2.00 0.24 -0.446
C -4.69 -2.65 0.83 -0.011
C -2.91 -0.95 1.21 -0.001
C -3.63 -1.45 -1.26 -0.431
C -4.72 -2.18 -2.04 -0.014
C -3.79 0.05 -1.39 -0.011
O -2.38 -1.82 -1.93 0.115
S -0.41 2.28 -1.01 1.127
H -3.61 3.68 0.16 0.088
H -2.59 4.22 -1.18 0.082
H -3.48 2.69 -1.32 0.062
H -2.34 2.34 2.06 0.117
H 0.06 1.27 2.44 0.117
H 2.23 2.11 2.54 0.121
H 4.73 2.01 2.35 0.131
H 4.41 2.95 -1.84 0.129
H 1.95 2.91 -1.67 0.089
H -5.51 -1.92 0.86 0.099
H -5.01 -3.53 0.28 0.092
H -4.49 -2.95 1.86 0.097
H -3.64 -0.15 1.40 0.098
H -2.68 -1.44 2.17 0.107
H -1.97 -0.51 0.85 0.070
H -5.71 -1.89 -1.69 0.095
H -4.64 -1.90 -3.10 0.098
H -4.61 -3.27 -1.98 0.100
H -4.65 0.42 -0.83 0.109
H -2.89 0.57 -1.05 0.060
H -3.92 0.30 -2.45 0.104
F 4.88 -0.25 -1.99 0.039
C 3.51 -0.27 -2.12 -0.256
C 2.96 0.22 -3.30 -0.011
C 1.57 0.18 -3.45 -0.072
C 0.78 -0.29 -2.41 -0.071
C 1.33 -0.64 -1.14 -0.238
C 0.39 -0.92 -0.11 -0.015
C 0.83 -1.51 1.15 -0.216
C 0.26 -2.73 1.60 -0.035
C 0.56 -3.25 2.86 -0.080
C 1.38 -2.52 3.73 -0.098
C 1.98 -1.33 3.29 -0.078
C 1.79 -0.89 1.98 -0.064
C 2.75 -0.73 -1.05 0.070
H 3.61 0.61 -4.08 0.120
H 1.10 0.53 -4.37 0.111
H -0.30 -0.41 -2.54 0.107
H -0.58 -1.62 -0.56 0.071
H -0.42 -3.28 0.95 0.087
H 0.14 -4.21 3.16 0.106
H 1.58 -2.89 4.74 0.097
H 2.62 -0.74 3.95 0.104
H 2.33 -0.04 1.57 0.073
H 3.25 -1.12 -0.16 0.131
```


Entry 2:
A molecular structure, C31H31BF6GeN5O6S4Ta at a distorted geometry. Source: the Open Molecules 2025 dataset; level of theory: ωB97M-V/def2-TZVPD.

Output
- HOMO energy (spin up / spin down) (eV) = -12.1 / -12.1
- charge = +2
- E_tot (hartree) = -6275.29445
- relative energy (zero: lowest compared OMol25 entry of this formula, charge and spin) (eV) = 5.286
- M (g/mol) = 1076.24
- gap between HOMO and LUMO (spin up / spin down) (eV) = 2.126 / 2.125
- F_max (Eh/bohr) = 0.074

Geometry as XYZ:
```
86
Properties=species:S:1:pos:R:3:lowdin_charge:R:1
Ta -1.05 -1.94 -0.08 1.901
C -3.26 -0.17 -3.62 0.003
N -3.02 -1.57 -3.93 -0.104
C -3.87 -2.35 -4.66 0.010
C -3.26 -3.55 -4.80 -0.012
N -2.05 -3.51 -4.16 0.014
B -1.16 -4.79 -4.26 -0.402
N 0.13 -4.68 -3.41 -0.005
C 1.39 -4.96 -3.86 0.008
C 2.23 -5.01 -2.79 0.022
N 1.47 -4.76 -1.68 -0.100
C 1.91 -4.76 -0.30 0.005
C 0.20 -4.56 -2.09 -0.692
S -1.14 -4.34 -1.00 0.810
C -1.92 -2.30 -3.63 -0.620
S -0.56 -1.63 -2.76 0.802
H -4.26 0.10 -3.96 0.110
H -2.53 0.46 -4.13 0.106
H -3.19 0.01 -2.55 0.069
H -4.82 -2.01 -5.01 0.144
H -3.59 -4.44 -5.32 0.146
H -0.84 -4.93 -5.40 0.095
H -1.80 -5.70 -3.83 0.094
H 1.60 -5.11 -4.90 0.144
H 3.28 -5.24 -2.73 0.145
H 2.99 -4.90 -0.27 0.112
H 1.43 -5.58 0.24 0.111
H 1.64 -3.83 0.19 0.072
F -4.83 -3.76 2.13 0.253
C -3.69 -3.53 1.56 -0.634
F -3.71 -2.28 0.98 0.060
F -3.48 -4.36 0.54 0.104
S -2.14 -3.48 2.63 0.680
O -1.17 -3.19 1.54 -0.552
O -2.00 -4.73 3.25 -0.145
N -2.37 -2.26 3.54 -0.248
S -1.96 -0.78 3.24 0.688
O -1.39 -0.12 4.35 -0.170
O -1.21 -0.67 1.98 -0.400
C -3.61 0.04 2.82 -0.649
F -4.61 -0.81 2.98 0.167
F -3.55 0.38 1.53 0.128
F -3.84 1.12 3.53 0.207
O 0.18 -0.08 -0.34 -0.112
C -0.81 0.58 -0.78 -0.669
O -1.93 -0.01 -0.75 -0.150
C -0.63 1.93 -1.41 -0.128
C 0.79 2.53 -1.24 -0.210
Ge 1.51 2.58 0.64 1.063
C 2.44 4.39 0.82 -0.257
C 3.56 4.52 1.66 -0.113
C 4.16 5.75 1.79 -0.077
C 3.63 6.86 1.12 -0.070
C 2.51 6.73 0.31 -0.080
C 1.89 5.50 0.18 -0.122
C 0.16 3.22 1.93 -0.277
C -0.95 3.94 1.49 -0.122
C -1.88 4.41 2.40 -0.078
C -1.66 4.23 3.76 -0.074
C -0.52 3.57 4.21 -0.073
C 0.39 3.08 3.30 -0.106
C 2.86 1.22 1.08 -0.289
C 4.07 1.25 0.39 -0.105
C 5.03 0.27 0.61 -0.067
C 4.79 -0.75 1.52 -0.080
C 3.59 -0.77 2.22 -0.092
C 2.63 0.20 2.01 -0.127
H -1.42 2.57 -1.03 0.123
H -0.83 1.76 -2.47 0.130
H 0.80 3.53 -1.66 0.073
H 1.48 1.92 -1.82 0.076
H 3.96 3.67 2.19 0.097
H 5.03 5.86 2.42 0.107
H 4.07 7.84 1.28 0.106
H 2.10 7.59 -0.20 0.106
H 1.00 5.42 -0.43 0.085
H -1.10 4.15 0.44 0.087
H -2.76 4.93 2.05 0.108
H -2.37 4.63 4.48 0.109
H -0.35 3.44 5.27 0.112
H 1.28 2.56 3.65 0.102
H 4.27 2.05 -0.31 0.111
H 5.97 0.30 0.07 0.112
H 5.53 -1.51 1.68 0.108
H 3.42 -1.55 2.96 0.103
H 1.71 0.18 2.58 0.086
```